Density functional theory data (ωB97M-V/def2-TZVPD) for a cluster of 14 separate species, C33H66F3N6O9S4 in total.

Calculated values
HOMO (Ha): -0.197
Total charge: -1
HOMO-LUMO gap (eV): 6.585
LUMO level (eV): 1.229

Positions of all 121 atoms, in Å:
S (3.973, -4.595, -2.645)
S (-2.241, -3.513, 4.361)
S (0.054, 2.950, -2.598)
S (4.006, 0.979, -2.459)
F (-1.894, -0.134, -0.662)
F (-1.881, -2.299, -1.216)
F (-1.999, -1.627, 0.839)
O (-4.459, -6.231, 0.920)
O (5.427, -4.737, -2.982)
O (0.938, -2.387, 0.189)
O (4.933, 0.599, -3.608)
O (5.554, 5.336, 3.878)
O (-6.376, -2.819, -2.583)
O (1.220, 3.584, -1.823)
O (-2.010, -4.160, 5.735)
O (0.492, -0.167, 0.798)
N (-0.711, 4.339, 2.073)
N (-4.484, 1.014, 2.278)
N (-4.084, 1.674, -2.833)
N (-1.860, -4.614, -3.918)
N (0.625, 0.729, 4.900)
N (3.252, -4.299, 2.767)
C (-6.038, -1.689, -2.352)
C (-2.226, -4.920, 3.147)
C (0.062, -2.877, -3.432)
C (-0.206, 5.013, 1.318)
C (-0.683, 4.293, -3.637)
C (0.610, 1.152, 0.219)
C (3.543, -2.902, -3.127)
C (3.945, -4.460, -0.829)
C (-4.671, -5.604, -0.145)
C (0.681, 1.890, 4.912)
C (0.663, 3.309, 4.964)
C (-1.406, -1.356, -0.321)
C (4.776, 0.167, -0.999)
C (-5.149, -1.320, -1.136)
C (0.755, 1.977, -4.042)
C (-3.423, 0.808, 2.696)
C (4.900, 5.584, 2.858)
C (-3.757, 2.393, -0.356)
C (0.438, 5.878, 0.327)
C (-0.624, -2.799, 3.795)
C (-1.017, -3.839, -3.705)
C (-5.886, -5.825, -1.088)
C (-2.073, 0.527, 3.159)
C (1.455, 1.907, 1.298)
C (0.131, -1.277, -0.120)
C (4.262, 2.792, -2.041)
C (-3.944, 1.995, -1.731)
C (4.243, 4.485, 2.013)
C (3.281, -3.189, 2.435)
C (4.741, 7.053, 2.397)
C (-6.552, -0.516, -3.146)
C (3.358, -1.788, 2.078)
C (-3.596, -4.591, -0.499)
H (-0.399, -2.003, -2.972)
H (-7.480, -0.870, -3.596)
H (4.231, -1.425, 2.621)
H (-0.378, 1.604, 0.296)
H (0.373, 5.499, -0.693)
H (1.871, 2.841, 0.920)
H (4.751, 4.260, 1.075)
H (5.665, 7.344, 1.896)
H (0.491, -2.524, -4.370)
H (0.130, 4.822, -4.133)
H (-4.741, 2.687, 0.010)
H (-4.891, -2.258, -0.644)
H (-5.858, -0.165, -3.910)
H (-1.293, -5.463, 3.295)
H (-1.721, 1.094, 4.021)
H (4.362, -0.817, -0.779)
H (0.719, 2.197, 2.048)
H (-0.771, -2.349, 2.813)
H (-5.449, -5.822, -2.087)
H (-2.033, -0.525, 3.442)
H (-5.551, -0.572, -0.452)
H (-0.353, 3.655, 4.774)
H (-0.021, 1.619, -4.717)
H (2.498, -1.152, 2.289)
H (0.465, -1.012, -1.124)
H (3.041, -2.953, -4.093)
H (3.918, 3.358, -2.907)
H (-3.362, 1.510, 0.146)
H (5.341, 2.931, -1.985)
H (-1.117, 4.938, -2.873)
H (4.600, 0.829, -0.151)
H (0.132, 6.918, 0.435)
H (-3.002, 3.178, -0.358)
H (-6.756, 0.318, -2.474)
H (2.265, 1.251, 1.617)
H (-3.042, -5.620, 3.329)
H (2.858, -2.507, -2.377)
H (4.422, -2.292, -3.332)
H (-1.438, 3.953, -4.346)
H (-2.618, -4.996, -0.759)
H (-3.414, -4.066, 0.439)
H (1.405, 3.773, 4.314)
H (2.914, -4.273, -0.529)
H (5.838, 0.209, -1.244)
H (3.468, -1.657, 1.002)
H (-0.232, -2.068, 4.502)
H (3.239, 4.848, 1.792)
H (3.913, 7.157, 1.696)
H (4.088, 3.531, 2.517)
H (-4.227, -0.852, -1.480)
H (-6.423, -6.755, -0.900)
H (-6.636, -5.046, -0.953)
H (-3.950, -3.908, -1.271)
H (4.574, 7.741, 3.225)
H (1.514, 5.892, 0.502)
H (0.976, -3.058, -2.866)
H (-2.331, -4.593, 2.112)
H (0.962, 3.616, 5.967)
H (4.339, -5.376, -0.389)
H (1.473, 2.571, -4.608)
H (3.807, 3.100, -1.100)
H (1.063, 1.212, -0.771)
H (4.571, -3.609, -0.563)
H (1.302, 1.113, -3.665)
H (-1.305, 0.686, 2.403)
H (0.146, -3.556, 3.650)

---

Density functional theory data (ωB97M-V/def2-TZVPD) for a cluster of 3 separate species, C33H66N3O3 in total.

Calculated values
Expectation value of S²: 2.008
HOMO (spin up / spin down) (Ha): -0.349 / -0.397
Total charge: +1
HOMO-LUMO gap (spin up / spin down) (eV): 5.625 / 6.935
LUMO level (spin up / spin down) (eV): -3.867 / -3.867
2S+1: 3

Positions of all 105 atoms, in Å:
O (1.079, -3.429, 0.227)
O (2.903, 2.798, 2.796)
O (-2.342, 0.567, -5.367)
N (3.683, -4.125, -0.573)
N (2.325, 3.936, 2.840)
N (-3.288, 0.778, -4.537)
C (2.970, 3.832, 5.198)
C (-0.401, -1.562, 0.712)
C (0.212, -6.638, 1.602)
C (2.156, -5.514, 0.431)
C (-5.902, -0.267, -5.112)
C (-2.500, -1.329, -3.587)
C (-4.330, 1.754, -5.010)
C (2.190, 4.601, 1.496)
C (2.481, -6.618, 2.666)
C (2.621, -1.446, 2.199)
C (-3.729, -0.448, -3.792)
C (3.909, 6.283, 2.345)
C (0.584, -0.392, 0.959)
C (1.511, -5.835, 1.786)
C (-1.714, -0.989, 0.176)
C (1.527, -0.381, 2.181)
C (0.064, -2.589, -0.314)
C (0.992, 5.549, 1.437)
C (-4.764, -1.176, -4.657)
C (-1.031, -5.827, 1.208)
C (3.986, 5.539, 3.673)
C (-4.985, 2.499, -3.834)
C (-5.365, 0.969, -5.827)
C (-3.636, 2.778, -5.900)
C (1.967, 3.506, 0.458)
C (2.703, 4.776, 4.031)
C (-4.293, -0.117, -2.410)
C (1.568, 5.732, 4.435)
C (3.478, -4.821, 0.479)
C (2.544, -4.196, -1.513)
C (0.738, -0.375, 3.499)
C (1.417, -4.548, -0.529)
C (3.499, 5.346, 1.214)
H (-0.772, -3.222, -0.634)
H (-0.026, 0.511, 1.068)
H (-2.091, -1.673, -4.532)
H (-5.151, -2.026, -4.088)
H (3.433, -6.108, 2.832)
H (2.087, 3.232, 5.421)
H (0.473, 0.644, 3.785)
H (3.139, -1.498, 1.236)
H (4.218, -4.854, 1.270)
H (-4.379, 3.511, -6.220)
H (-2.275, -0.491, 0.967)
H (0.597, 5.352, 4.123)
H (3.218, 7.127, 2.413)
H (-4.321, 2.542, -2.972)
H (-4.897, 0.662, -6.767)
H (-2.849, 3.298, -5.352)
H (-1.719, -0.782, -3.055)
H (1.259, -4.890, 2.275)
H (2.736, -5.028, -2.196)
H (1.340, -0.779, 4.316)
H (-5.264, 0.369, -2.425)
H (1.117, 6.450, 2.028)
H (2.043, 0.582, 2.130)
H (0.449, -2.068, -1.204)
H (4.501, -3.544, -0.716)
H (3.356, -1.198, 2.970)
H (1.168, -0.236, 0.042)
H (3.799, 3.162, 4.993)
H (0.392, -7.431, 0.867)
H (-6.529, 0.018, -4.262)
H (4.810, 4.820, 3.632)
H (2.823, 2.841, 0.385)
H (2.347, -6.462, -0.103)
H (-6.181, 1.650, -6.082)
H (-4.412, -1.050, -1.857)
H (1.692, 6.733, 4.027)
H (0.548, -4.972, -1.039)
H (2.689, -7.604, 2.241)
H (-6.551, -0.819, -5.793)
H (-2.345, -1.749, -0.290)
H (-1.493, -0.239, -0.589)
H (-3.598, 0.517, -1.857)
H (0.082, 5.045, 1.765)
H (-4.255, -1.580, -5.536)
H (2.033, -6.776, 3.647)
H (1.087, 2.910, 0.709)
H (-5.927, 2.051, -3.520)
H (2.214, -2.434, 2.424)
H (1.548, 5.825, 5.520)
H (4.887, 6.712, 2.120)
H (-5.198, 3.524, -4.133)
H (3.211, 4.434, 6.075)
H (3.382, 5.897, 0.278)
H (2.415, -3.273, -2.071)
H (4.204, 6.230, 4.491)
H (1.801, 3.976, -0.513)
H (-1.232, -5.868, 0.136)
H (4.290, 4.606, 1.056)
H (-1.920, -6.213, 1.705)
H (0.014, -7.145, 2.548)
H (-2.793, -2.196, -2.989)
H (-0.598, -2.084, 1.655)
H (0.851, 5.858, 0.400)
H (-0.182, -0.962, 3.442)
H (-3.195, 2.318, -6.778)
H (-0.926, -4.779, 1.493)

---

Density functional theory data (ωB97M-V/def2-TZVPD) for a cluster of 4 separate species, C33H66N3O9S in total.

Calculated values
HOMO (Ha): -0.413
Total charge: +1
HOMO-LUMO gap (eV): 9.414
LUMO level (eV): -1.821

Positions of all 112 atoms, in Å:
S (0.299, 2.066, -3.949)
O (-2.081, -5.349, 2.248)
O (3.891, 6.212, -2.337)
O (-4.421, -0.478, -2.208)
O (-1.210, -3.154, 2.429)
O (3.268, -4.855, 2.172)
O (2.943, 4.682, -0.792)
O (-0.067, -0.317, 2.648)
O (-7.686, 1.504, 1.357)
O (6.077, 0.243, -0.017)
N (0.550, 0.130, 0.296)
N (0.357, 1.331, -2.398)
N (-1.397, 2.435, -1.280)
C (3.249, 5.970, -1.303)
C (1.569, -0.271, -0.759)
C (-5.359, -2.323, -1.035)
C (-5.253, -0.867, -1.406)
C (2.386, 0.197, -3.284)
C (2.744, 7.217, -0.405)
C (-1.169, -4.524, 2.044)
C (-0.847, -0.428, 0.018)
C (4.350, -6.015, 3.943)
C (0.159, -5.093, 1.323)
C (-8.406, 3.127, 2.939)
C (3.615, -3.557, 4.135)
C (-8.468, 2.398, 1.623)
C (7.410, -0.165, -0.389)
C (-9.536, 2.819, 0.648)
C (0.119, 2.205, -1.254)
C (-6.213, 0.087, -0.749)
C (-1.981, -2.473, 1.372)
C (-1.122, -0.846, -5.173)
C (4.069, -1.190, -0.546)
C (0.635, 3.749, -1.426)
C (1.095, 0.063, -2.282)
C (3.084, 0.104, -0.439)
C (3.703, -4.813, 3.309)
C (1.448, 2.493, 1.093)
C (2.189, 3.891, -1.777)
C (0.352, -1.243, -2.936)
C (0.386, 1.621, 0.231)
C (5.301, -0.903, 0.471)
C (-1.099, -0.971, -3.545)
C (0.941, -0.462, 1.602)
C (0.579, -0.220, 3.937)
C (-1.004, -2.012, 0.157)
H (1.543, 2.116, 2.178)
H (4.618, -3.219, 4.405)
H (3.792, -6.311, 4.833)
H (-1.733, -1.906, -3.314)
H (6.018, -1.782, 0.550)
H (0.323, 4.396, -0.523)
H (3.126, -2.774, 3.551)
H (4.921, -0.573, 1.509)
H (-1.557, -2.382, -0.787)
H (1.344, -1.049, 4.098)
H (0.264, -6.200, 1.580)
H (7.358, -1.032, -1.147)
H (-1.656, 2.972, -2.118)
H (2.467, 2.584, 0.602)
H (-1.261, -0.139, -0.999)
H (3.507, 0.990, -1.043)
H (-9.398, 3.867, 0.375)
H (-10.523, 2.670, 1.091)
H (1.279, -1.564, 1.533)
H (3.696, 7.676, 0.026)
H (-2.588, -1.609, 1.800)
H (3.184, -0.601, -3.037)
H (-1.653, 3.073, -0.499)
H (-4.607, -2.893, -1.584)
H (5.385, -5.786, 4.204)
H (1.083, 3.573, 1.254)
H (0.074, 4.279, -2.283)
H (1.025, 0.823, 4.144)
H (7.990, 0.670, -0.925)
H (-5.181, -2.448, 0.036)
H (-0.566, 1.844, 0.845)
H (-1.926, -1.573, -5.559)
H (-7.239, -0.186, -1.001)
H (-1.635, 0.004, 0.739)
H (-6.021, 1.099, -1.110)
H (-6.073, 0.069, 0.333)
H (2.667, 2.860, -1.775)
H (0.102, -5.011, 0.189)
H (0.963, -1.697, -3.802)
H (1.557, -1.425, -0.714)
H (2.296, 4.338, -2.829)
H (4.344, -6.845, 3.234)
H (2.134, 7.931, -1.042)
H (-9.462, 2.209, -0.255)
H (3.558, -2.152, -0.204)
H (1.032, -4.456, 1.676)
H (-2.728, -3.243, 0.988)
H (-0.027, -2.602, 0.165)
H (-1.514, 0.196, -5.406)
H (3.025, -3.744, 5.034)
H (-7.590, 2.720, 3.540)
H (1.522, 2.670, -4.248)
H (2.154, 6.804, 0.489)
H (-1.668, -0.096, -3.095)
H (-0.236, -0.365, 4.728)
H (4.551, -1.294, -1.568)
H (1.861, 0.017, 2.106)
H (-6.348, -2.703, -1.300)
H (-9.343, 2.992, 3.483)
H (0.247, -2.110, -2.207)
H (-8.218, 4.189, 2.767)
H (2.921, 1.198, -3.165)
H (8.063, -0.470, 0.503)
H (-0.093, -1.059, -5.614)
H (2.121, -0.022, -4.370)
H (3.284, 0.476, 0.635)